A single C10H10N2O2S molecule at a distorted geometry. Source: the OMol25 dataset; level of theory: wB97M-V/def2-TZVPD.

ORCA input file:
```
! RIJCOSX wB97M-V def2-TZVPD def2/J DEFGRID3
* xyz 0 1
S -2.7567 -1.0856 -0.6295
O 0.5103 -1.5868 1.4273
O 0.7232 2.0105 0.0034
N -1.7865 1.2805 -0.3712
N 0.6518 0.4753 2.1997
C 0.0124 -0.2782 -0.8372
C -3.0952 1.4192 -0.1776
C 2.0178 0.0453 0.3704
C 1.7723 -1.8586 -1.2097
C 0.9613 -0.5084 1.3911
C 0.4723 -1.4916 -1.2319
C 2.6740 -1.0867 -0.4147
C -3.8071 0.2117 -0.2946
C 1.1218 0.7809 -0.5551
C -1.3779 0.0514 -0.6133
H -0.2774 -2.2379 -1.4327
H -0.2568 2.0713 0.0715
H 1.0580 1.4648 1.8633
H 3.6080 -1.6068 -0.1419
H -4.9062 0.0694 -0.3296
H 2.5780 0.8393 0.9298
H -3.4423 2.5072 0.0205
H -0.1815 0.4606 2.8083
H 1.7086 0.9335 -1.4713
H 2.0180 -2.8802 -1.3749
*
```

Output
calculated total energy = -1045.16001 a.u.
HOMO level (spin up / spin down) = -0.28356 / -0.28355 hartree
LUMO (spin up / spin down) = -0.55 / -0.55 eV
ΔE to the lowest compared entry with this formula, charge and spin = 1.794 eV
SMILES = NC(=O)[C@H]1C=CC=C(c2nccs2)[C@H]1O